# 1
Density functional theory data (ωB97M-V/def2-TZVPD) for a molecular structure, C41H47Cl3N2OSbV at a distorted geometry.

```
! wB97M-V def2-TZVPD RIJCOSX def2/J DEFGRID3
* xyz -1 4
V -3.85773 -13.85527 12.98661
Cl -6.54823 -14.20604 6.39058
C -5.80343 -13.67031 7.85055
C -6.54167 -13.68679 9.04124
C -5.88119 -13.33595 10.15836
Cl -6.70887 -13.22197 11.65191
C -4.48382 -12.99558 10.22458
O -3.97582 -12.60924 11.34645
C -3.78674 -13.04034 8.96055
Cl -2.12093 -12.55471 8.84898
C -4.45233 -13.35916 7.79280
H -7.60340 -13.91339 9.17982
H -3.92228 -13.24091 6.80923
C -1.14355 -16.87608 15.12687
C -1.68511 -16.98138 16.41598
C -2.90588 -16.27285 16.68940
C -3.47021 -15.46848 15.65658
N -2.81195 -15.25410 14.46738
C -1.69209 -15.92571 14.25004
C -4.76429 -14.64319 15.81974
C -5.47727 -14.76682 17.02163
C -6.62844 -14.03099 17.17707
C -7.04590 -13.29257 16.11801
C -6.34209 -13.19650 14.92084
C -5.18600 -13.89535 14.69889
H -0.26827 -17.41333 14.76855
H -1.28914 -17.54668 17.23105
H -3.49059 -16.42546 17.57153
H -1.23927 -15.67507 13.32726
H -5.00741 -15.33453 17.80795
H -7.31594 -14.16293 18.00017
H -8.01599 -12.89869 16.11768
H -6.70285 -12.62561 14.06576
N -6.78823 -16.13798 12.79197
C -6.06138 -17.07203 13.59800
C -6.57170 -17.42653 14.83582
C -5.86299 -18.38843 15.56914
C -4.60340 -18.91242 15.11982
C -4.09487 -18.48121 13.90614
C -4.80031 -17.52234 13.19788
C -4.10398 -16.99520 12.00264
C -3.81691 -17.86768 10.94365
C -3.13903 -17.55869 9.75820
C -2.49183 -16.34135 9.82784
C -2.75753 -15.44537 10.90133
C -3.70014 -15.64119 11.89611
H -6.98614 -15.39545 13.43177
H -6.10652 -15.75289 12.13324
H -7.45589 -17.00557 15.34526
H -6.27910 -18.79036 16.49660
H -4.10277 -19.70505 15.59294
H -3.18043 -18.84606 13.56415
H -4.31655 -18.80934 10.95255
H -3.04381 -18.23110 8.90344
H -1.86527 -16.12596 8.99627
H -2.43642 -14.44401 10.79415
C -1.80444 -9.87574 17.01765
C -2.65221 -10.96234 16.23816
C -4.08654 -10.57538 16.60858
C -2.33997 -12.32017 16.79787
Sb -2.63815 -11.27359 13.95527
C -0.50535 -11.18943 13.48600
C 0.17326 -12.24255 14.30611
C 0.22070 -9.85342 13.73553
C -0.38914 -11.52098 11.96995
C -3.34079 -9.34796 13.21159
C -3.01245 -9.15497 11.78256
C -4.91316 -9.51338 13.35638
C -3.01925 -8.10486 14.03536
H -2.03553 -9.85997 18.05642
H -1.93552 -8.89178 16.68788
H -0.69631 -10.08700 16.98454
H -4.13785 -10.58212 17.70643
H -4.84964 -11.27325 16.23817
H -4.17487 -9.51554 16.25730
H -2.52554 -12.23916 17.86429
H -1.28921 -12.61789 16.66782
H -3.06337 -12.93423 16.27591
H 0.02595 -11.94736 15.39019
H 1.23856 -12.38001 14.12101
H -0.29865 -13.22487 14.32282
H 0.42628 -9.63040 14.79476
H -0.37207 -9.02933 13.31285
H 1.23537 -9.89702 13.34104
H -1.04090 -12.34388 11.78330
H 0.69583 -11.83011 11.76021
H -0.73786 -10.67304 11.28204
H -2.93812 -10.12830 11.29877
H -2.04695 -8.65592 11.59786
H -3.76456 -8.45064 11.31521
H -5.21488 -10.46231 13.01960
H -5.35995 -8.65254 12.81244
H -5.15887 -9.48927 14.44636
H -2.10340 -7.68294 13.98942
H -3.20764 -8.22276 15.12480
H -3.72606 -7.40448 13.61789
*
```

Values from the calculation:
⟨S²⟩ ... 3.767
Relative energy (zero: lowest compared OMol25 entry of this formula, charge and spin) ... 2.058 eV
LUMO energy (alpha / beta) ... 2.49 / 2.48 eV
E_HOMO (alpha / beta) ... -3.70 / -5.02 eV
Orbital gap (alpha / beta) ... 6.188 / 7.501 eV

Results of the Mulliken charge analysis, in e, for atoms 1 through 8: atom 1 (V): -0.7700, atom 2 (Cl): -0.2726, atom 3 (C): 0.3825, atom 4 (C): -0.8265, atom 5 (C): 1.0795, atom 6 (Cl): -0.2577, atom 7 (C): -1.3039, atom 8 (O): 1.6109

# 2
Density functional theory data (ωB97M-V/def2-TZVPD) for a molecular structure, C41H47ClF3N3O3P2PdS2 at a distorted geometry.

```
! wB97M-V def2-TZVPD RIJCOSX def2/J DEFGRID3
* xyz -2 1
Pd 0.49016 1.41391 -0.06589
N 3.06052 -0.06925 -0.47890
P 3.36455 1.51991 0.14235
C 5.24833 1.31154 0.04524
C 5.96681 1.53226 1.21766
C 7.35619 1.45719 1.24547
C 8.05483 1.16724 0.08402
C 7.35570 0.94559 -1.09782
C 5.97040 1.01654 -1.11302
C 3.21169 2.52400 -1.39770
C 3.26327 3.91075 -1.27759
C 3.19501 4.72524 -2.39957
C 3.07094 4.16312 -3.66190
C 3.00713 2.78096 -3.79096
C 3.07678 1.96931 -2.66915
P 1.35641 -0.43404 -0.52070
C 1.29922 -1.23238 -2.19342
C 0.32482 -0.77714 -3.07549
C 0.26897 -1.26582 -4.37848
C 1.18914 -2.20775 -4.81047
C 2.17231 -2.66546 -3.93699
C 2.22257 -2.17953 -2.64006
C 1.46196 -1.95052 0.53147
C 1.03176 -3.21710 0.14403
C 1.12266 -4.30364 1.00976
C 1.65529 -4.13768 2.27891
C 2.08099 -2.87692 2.68103
C 1.97527 -1.79724 1.82125
H 3.71923 -0.77331 -0.16742
H 5.42066 1.77200 2.12471
H 7.88960 1.62973 2.17353
H 9.13775 1.11778 0.09477
H 7.89503 0.71902 -2.01098
H 5.43611 0.84024 -2.03939
H 3.32887 4.35764 -0.29167
H 3.22016 5.80247 -2.28254
H 3.01008 4.79718 -4.53881
H 2.88767 2.33081 -4.77003
H 3.00153 0.89322 -2.76840
H -0.39396 -0.04347 -2.72588
H -0.49671 -0.89854 -5.05154
H 1.14703 -2.58739 -5.82540
H 2.90143 -3.39472 -4.27286
H 2.99702 -2.53036 -1.96588
H 0.62445 -3.36382 -0.84870
H 0.77982 -5.27939 0.68413
H 1.73405 -4.98125 2.95468
H 2.47633 -2.73006 3.67905
H 2.26494 -0.80679 2.15528
C -6.38615 1.42768 2.43245
C -5.52729 0.36654 3.11131
C -5.45539 -0.94485 2.33121
C -4.71105 -0.82558 0.99929
N -3.35393 -0.35583 1.16798
C -2.28939 -1.09815 1.54898
S -1.19526 -0.53705 2.67157
N -2.12611 -2.30626 0.92645
C -2.46922 -2.50904 -0.47989
C -3.27029 -3.78651 -0.70732
C -2.42762 -5.05417 -0.58764
C -3.14008 -6.28858 -1.12514
H -6.41992 2.34433 3.02362
H -7.41333 1.07500 2.29505
H -5.99038 1.69554 1.45101
H -5.91328 0.16031 4.11452
H -4.51514 0.75286 3.25822
H -6.46822 -1.31545 2.12713
H -4.95079 -1.69909 2.94325
H -5.20880 -0.12201 0.32720
H -4.71235 -1.79219 0.49749
H -3.24124 0.61555 1.42795
H -1.26352 -2.73959 1.22784
H -1.53881 -2.56188 -1.05768
H -2.97815 -1.62065 -0.84665
H -3.73693 -3.75061 -1.69795
H -4.07973 -3.82802 0.02870
H -2.16120 -5.21151 0.46172
H -1.48496 -4.90824 -1.12448
H -4.08679 -6.45287 -0.60369
H -2.53644 -7.19131 -1.00835
H -3.36752 -6.17381 -2.18763
Cl -2.05599 5.07545 1.18452
C -1.35396 4.04554 2.41619
C -2.03112 3.97300 3.62569
C -1.51342 3.23944 4.67920
C -0.29713 2.58157 4.48749
C 0.35232 2.65250 3.27701
C -0.14097 3.38240 2.16597
C 0.61213 3.40134 0.92262
H -2.96409 4.51430 3.72796
H -2.04323 3.18066 5.62231
H 0.13009 1.98424 5.28615
H 1.27198 2.09752 3.12056
H 1.67929 3.44927 1.13395
H 0.29799 4.18280 0.23068
F -2.43034 4.18173 -1.92383
C -2.23184 2.94069 -2.38015
F -2.84313 2.86333 -3.58341
F -0.92251 2.78402 -2.59373
S -2.89426 1.65342 -1.23187
O -4.33119 1.81259 -1.35429
O -2.36408 0.43656 -1.81763
O -2.34205 2.00896 0.05831
*
```

Values from the calculation:
Relative energy (zero: lowest compared OMol25 entry of this formula, charge and spin) ... 0.103 eV
LUMO energy ... 4.13 eV
E_HOMO ... -0.65 eV
Orbital gap ... 4.777 eV

Results of the Mulliken charge analysis, in e, for atoms 1 through 8: atom 1 (Pd): -0.5448, atom 2 (N): -0.4644, atom 3 (P): 0.5653, atom 4 (C): -0.0470, atom 5 (C): -0.4651, atom 6 (C): -0.5741, atom 7 (C): -0.3563, atom 8 (C): -0.7179

# 3
Density functional theory data (ωB97M-V/def2-TZVPD) for a molecular structure, C41H47IN6O2RhSSb.

```
! wB97M-V def2-TZVPD RIJCOSX def2/J DEFGRID3
* xyz 2 5
Rh 0.30605 0.35369 -0.24386
C 2.33344 1.69471 3.62174
N 1.06597 1.50708 2.90512
C 0.78216 2.49227 1.85812
C 0.39221 0.35437 2.94846
N -0.31428 -0.01113 1.85569
C -1.51660 -0.63170 1.93006
C -2.40006 -0.55468 3.03124
C -3.57999 -1.23469 3.02002
C -3.96521 -2.04102 1.90259
C -3.17100 -2.12060 0.81080
C -1.93343 -1.40118 0.75977
N -1.15197 -1.34010 -0.31688
C -1.18618 -2.31142 -1.28751
N -1.06090 -3.60049 -0.95958
C -0.46865 -4.01544 0.31253
C -1.67763 -4.67117 -1.74814
N -1.25830 -1.92093 -2.54535
C -1.67630 -0.55442 -2.89390
C -0.64507 -2.69342 -3.63262
N 0.50386 -0.43369 4.03442
C 0.57239 0.11268 5.39346
C 0.35809 -1.88529 3.96027
H 3.09273 1.99492 2.89990
H 2.64499 0.76348 4.08463
H 2.24892 2.46669 4.38556
H 1.34445 3.39760 2.07082
H -0.27794 2.72359 1.79762
H 1.10265 2.11530 0.87790
H -2.13685 0.06801 3.87679
H -4.25027 -1.15353 3.86585
H -4.91522 -2.55843 1.92164
H -3.48648 -2.68108 -0.06041
H 0.24500 -3.27013 0.65632
H 0.07159 -4.94507 0.14024
H -1.23261 -4.19154 1.07285
H -2.34101 -4.25323 -2.49981
H -2.26974 -5.28464 -1.06770
H -0.93157 -5.30186 -2.23073
H -2.40567 -0.18266 -2.18138
H -2.13142 -0.59391 -3.88137
H -0.82082 0.12058 -2.92335
H 0.04644 -3.42212 -3.21907
H -0.08353 -1.99323 -4.24908
H -1.38778 -3.19101 -4.25386
H 0.48237 1.19442 5.37202
H 1.50388 -0.16576 5.88643
H -0.25866 -0.29574 5.97113
H 0.50268 -2.22372 2.93710
H -0.61774 -2.21474 4.31959
H 1.12761 -2.33653 4.58599
S 2.10982 -1.17034 -0.73223
Sb 4.09134 -0.38609 -1.62842
C 3.76237 1.31173 -2.76931
C 3.89200 1.37781 -4.15582
C 3.62985 2.57708 -4.80491
C 3.24014 3.69283 -4.07595
C 3.10856 3.62235 -2.69522
C 3.36966 2.43135 -2.03491
C 5.03361 -1.98535 -2.55278
C 5.08079 -2.17991 -3.93274
C 5.73895 -3.29361 -4.44001
C 6.34007 -4.20003 -3.57742
C 6.28724 -4.00546 -2.20329
C 5.63443 -2.89684 -1.68402
C 5.32290 0.20863 -0.06516
C 6.55186 0.80079 -0.36035
C 7.38675 1.18994 0.67768
C 6.99642 0.98311 1.99572
C 5.77300 0.39202 2.28310
C 4.92501 0.00398 1.25208
H 4.19679 0.52342 -4.74030
H 3.73553 2.63902 -5.88041
H 3.04177 4.62541 -4.58862
H 2.80754 4.49658 -2.13155
H 3.26637 2.38633 -0.95628
H 4.61459 -1.49020 -4.61973
H 5.78639 -3.44890 -5.50996
H 6.85743 -5.06210 -3.97824
H 6.76284 -4.71199 -1.53556
H 5.60987 -2.74467 -0.61040
H 6.86775 0.96412 -1.38523
H 8.34207 1.64938 0.45945
H 7.65391 1.28060 2.80278
H 5.48759 0.22362 3.31458
H 3.97149 -0.46908 1.46483
I -3.29525 7.58740 -3.96526
C -2.50454 5.88883 -3.08539
C -1.17765 5.55052 -3.32291
C -0.65333 4.40857 -2.73892
C -1.44410 3.61877 -1.91323
C -2.76967 3.96599 -1.67661
C -3.30666 5.10009 -2.26750
C -0.86324 2.41015 -1.29996
O -1.47359 1.75705 -0.40369
O 0.28877 2.00138 -1.67977
H -0.56299 6.17002 -3.96166
H 0.37191 4.11700 -2.92752
H -3.37482 3.34722 -1.02642
H -4.33903 5.37240 -2.09369
*
```

Values from the calculation:
⟨S²⟩ ... 6.025
LUMO energy (alpha / beta) ... -4.13 / -7.22 eV
E_HOMO (alpha / beta) ... -12.13 / -12.13 eV
Orbital gap (alpha / beta) ... 8.002 / 4.903 eV

Results of the Mulliken charge analysis, in e, for atoms 1 through 8: atom 1 (Rh): 0.1314, atom 2 (C): -1.4350, atom 3 (N): 0.1993, atom 4 (C): -0.7344, atom 5 (C): 0.1777, atom 6 (N): 0.7978, atom 7 (C): -0.0314, atom 8 (C): -0.4134

# 4
Density functional theory data (ωB97M-V/def2-TZVPD) for a molecular structure, C41H47N5O3PtS.

```
! wB97M-V def2-TZVPD RIJCOSX def2/J DEFGRID3
* xyz 0 1
Pt -0.10807 0.29638 -0.29028
C 3.11731 3.34243 -1.22916
C 2.74435 1.89385 -1.53826
C 3.07443 1.55637 -2.99562
C 3.39561 0.88863 -0.60674
C 4.64183 1.14778 -0.05149
C 5.28700 0.21151 0.74259
C 4.68442 -1.00376 1.00025
C 3.42863 -1.30845 0.47822
C 2.79953 -2.65187 0.81201
C 2.84620 -2.95318 2.31432
C 3.48682 -3.78968 0.04938
C 2.80251 -0.35331 -0.32983
N 1.52621 -0.66865 -0.92480
C 1.55103 -1.52467 -1.89894
C 0.47337 -1.98858 -2.68669
C 0.79312 -3.00156 -3.62797
C -0.14080 -3.55314 -4.45022
C -1.46546 -3.07498 -4.35498
C -1.81624 -2.09138 -3.47865
C -0.86130 -1.48550 -2.59722
N -1.22428 -0.52250 -1.74488
C -2.61198 -0.15614 -1.70661
C -3.46459 -0.84491 -0.83937
C -4.80462 -0.47569 -0.79733
C -5.28319 0.55227 -1.58920
C -4.41842 1.23927 -2.42537
C -3.07097 0.90552 -2.49880
C -2.13847 1.66772 -3.42439
C -2.05242 1.00882 -4.80510
C -2.53570 3.13709 -3.58837
C -2.96136 -1.94199 0.07897
C -3.24134 -1.59711 1.54473
C -3.55744 -3.30109 -0.29320
H 2.46203 4.01255 -1.78680
H 4.14548 3.57262 -1.51686
H 3.00598 3.56951 -0.16711
H 1.66051 1.81462 -1.42475
H 4.15178 1.61683 -3.16819
H 2.57987 2.25875 -3.66897
H 2.74422 0.55064 -3.26024
H 5.12578 2.09414 -0.25287
H 6.26153 0.43351 1.15821
H 5.19095 -1.72981 1.62428
H 1.75304 -2.62738 0.50009
H 3.85837 -3.21109 2.63123
H 2.20607 -3.80558 2.54666
H 2.52477 -2.10290 2.91634
H 4.55282 -3.81586 0.28442
H 3.38808 -3.67698 -1.03063
H 3.05468 -4.75235 0.32816
H 2.53027 -1.92897 -2.14855
H 1.82314 -3.33907 -3.67127
H 0.11980 -4.32966 -5.15497
H -2.23004 -3.49130 -5.00003
H -2.83911 -1.74537 -3.44692
H -5.48017 -0.99593 -0.12826
H -6.32775 0.83314 -1.54264
H -4.79678 2.05908 -3.02192
H -1.14173 1.64063 -2.97949
H -3.04032 0.97719 -5.27231
H -1.66813 -0.00903 -4.75650
H -1.39162 1.58804 -5.45441
H -3.37840 3.24414 -4.27632
H -1.69903 3.69844 -4.00698
H -2.80599 3.60035 -2.64019
H -1.87881 -2.00766 -0.03760
H -4.30074 -1.71060 1.78556
H -2.95562 -0.56674 1.76387
H -2.68237 -2.26332 2.20624
H -4.64875 -3.26897 -0.25418
H -3.22054 -4.07272 0.40291
H -3.26367 -3.59825 -1.30091
S 1.52285 2.78948 5.51864
C 1.30615 2.14392 3.87244
C 1.04510 3.00384 2.81776
C 0.83973 2.47522 1.55596
N 0.87585 1.16122 1.31903
C 1.16050 0.33086 2.33266
C 1.39338 0.78111 3.61351
C 0.15157 1.94210 6.29118
C -1.14197 2.41654 6.13863
C -2.17426 1.71579 6.74644
N -1.99088 0.61891 7.47657
C -0.74385 0.18268 7.62363
C 0.35978 0.80402 7.05544
H 0.97597 4.07092 2.97328
H 0.61802 3.10433 0.70495
H 1.19060 -0.72124 2.08888
H 1.61532 0.07515 4.40157
H -1.34525 3.30292 5.55341
H -3.19773 2.05589 6.63872
H -0.61508 -0.70998 8.22551
H 1.35628 0.41433 7.21355
O -0.99489 3.08064 -0.46894
N -1.89184 2.52628 0.16501
O -2.86221 3.09404 0.61213
O -1.73846 1.26693 0.50495
*
```

Values from the calculation:
Relative energy (zero: lowest compared OMol25 entry of this formula, charge and spin) ... 0.000 eV
LUMO energy ... -0.36 eV
E_HOMO ... -7.42 eV
Orbital gap ... 7.063 eV

Results of the Mulliken charge analysis, in e, for atoms 1 through 8: atom 1 (Pt): 0.7446, atom 2 (C): -2.0849, atom 3 (C): 2.7831, atom 4 (C): -1.6366, atom 5 (C): 0.6892, atom 6 (C): -0.6561, atom 7 (C): -1.5739, atom 8 (C): -0.7051